# 1
A molecular structure, C5H9N4 at a distorted geometry. Source: the Open Molecules 2025 dataset; level of theory: ωB97M-V/def2-TZVPD.

Structure (XYZ):
```
18
Properties=species:S:1:pos:R:3:forces:R:3
C -1.538519 -1.350402 0.804039 2.9 2.3 -2.1
C -1.027299 -1.851938 -1.228268 0.0 1.4 3.8
C -0.529119 -0.430307 0.360121 0.8 1.8 1.5
C 0.356421 1.147332 1.104003 -1.2 -5.6 -0.6
C 0.782604 -0.358327 -1.779733 2.0 1.1 -1.6
N -1.775509 -2.194688 -0.194202 -0.3 -0.3 -1.2
N -0.219585 -0.794845 -0.934402 -2.1 -0.9 1.8
N 1.351725 0.947914 1.909358 2.1 -1.4 0.4
N -0.251753 2.234261 0.909427 -2.7 2.4 -2.6
H -2.105060 -1.365835 1.651373 -1.0 0.0 2.3
H -1.037630 -2.315843 -2.123970 0.2 -1.4 -2.8
H 0.629033 0.655033 -2.167635 -0.5 -0.3 -0.3
H 1.749586 -0.243350 -1.281448 0.0 -0.6 0.1
H 0.831947 -1.115000 -2.578833 0.4 0.7 0.1
H 1.823762 0.030496 1.858102 -0.7 0.7 0.2
H 1.925767 1.637233 2.412350 -0.8 0.0 -0.5
H -0.953245 2.170447 0.151703 0.3 0.2 0.9
H -0.013126 3.197819 1.128015 0.5 -0.4 0.5
```
Positions in Å, forces in eV/Å.

Computed properties:
Gap between HOMO and LUMO: 0.338 Ha
Spin multiplicity: 1
Energy relative to the best compared isomer or geometry (same formula, charge and spin): 2.769 eV
Total charge: +1

***

# 2
C6H8N2S in the gas phase at a distorted geometry. Source: the Open Molecules 2025 dataset; level of theory: ωB97M-V/def2-TZVPD.

Structure (XYZ):
```
17
Properties=species:S:1:pos:R:3:forces:R:3
C -1.804937 -1.713064 0.423219 -0.1 -0.7 1.1
C 0.649445 -0.800697 -1.696149 0.9 -0.2 -1.5
C 0.774736 -0.062241 -0.590236 -0.3 -0.1 0.6
C -1.641050 -0.540511 -0.436317 3.6 -0.9 -0.6
C 1.992742 0.482094 0.136901 0.3 0.2 -2.0
C -0.538138 1.146457 1.122984 -2.7 0.4 1.5
N -1.778242 -2.611831 1.149013 -0.2 0.6 -0.6
N -0.425573 0.206787 0.058666 -1.7 -0.6 -0.6
S -1.024748 -1.235829 -2.098521 -0.4 0.8 0.7
H 1.377903 -1.027503 -2.529724 -0.7 0.3 1.6
H -2.525327 0.020683 -0.559914 -0.8 0.8 0.0
H 2.031170 1.599490 -0.088560 0.1 -1.3 0.8
H 2.868984 0.021195 -0.411515 -0.7 0.5 1.2
H 1.895428 0.252791 1.227978 0.7 0.1 -1.1
H -0.844252 2.158811 0.797782 0.1 -0.2 -0.2
H -1.418587 0.839923 1.865879 2.1 0.3 -1.3
H 0.410445 1.263445 1.628516 -0.3 -0.1 0.4
```
Positions in Å, forces in eV/Å.

Computed properties:
Gap between HOMO and LUMO: 0.303 Ha
Spin multiplicity: 1
Energy relative to the best compared isomer or geometry (same formula, charge and spin): 1.959 eV
SMILES: CC1=CS[C@@H](C#N)N1C

***

# 3
2 unconnected molecules or ions with the total composition C4H12 at a distorted geometry. Source: the Open Molecules 2025 dataset; level of theory: ωB97M-V/def2-TZVPD.

Structure (XYZ):
```
16
Properties=species:S:1:pos:R:3:forces:R:3
C 0.580731 -1.693441 -0.427294 0.1 1.5 -0.4
C 2.085365 -1.727532 -0.213794 0.5 -1.0 -0.7
H 0.153344 -0.787712 0.020347 0.0 -0.2 0.1
H 0.387284 -1.555714 -1.499197 -0.1 -0.4 0.2
H 0.030938 -2.537858 -0.038034 0.1 -0.3 0.0
H 2.397798 -1.851462 0.816463 -0.1 0.3 0.3
H 2.493876 -2.603676 -0.728367 -0.1 -0.2 0.1
H 2.633265 -0.917746 -0.705528 -0.4 0.3 0.4
C -1.839358 1.464645 -0.210693 0.2 1.0 0.2
C -0.835804 1.928061 0.864163 -0.1 0.0 -0.2
H -1.851080 2.237672 -0.985674 0.0 -0.4 -0.2
H -1.563971 0.502892 -0.628085 -0.1 0.0 -0.2
H -2.862366 1.443860 0.138693 -0.2 -0.4 0.3
H -1.282590 2.451861 1.709323 -0.2 -0.1 -0.1
H -0.155091 2.640396 0.402873 0.3 -0.1 0.1
H -0.256025 1.094630 1.254462 0.1 0.0 0.1
```
Positions in Å, forces in eV/Å.

Computed properties:
Gap between HOMO and LUMO: 0.469 Ha
Spin multiplicity: 1
Energy relative to the best compared isomer or geometry (same formula, charge and spin): 0.233 eV
SMILES: CC.CC

***

# 4
A molecular structure, C5H14AlClLaO at a distorted geometry. Source: the Open Molecules 2025 dataset; level of theory: ωB97M-V/def2-TZVPD.

Structure (XYZ):
```
23
Properties=species:S:1:pos:R:3:forces:R:3
La -0.147171 -2.906754 0.042437 0.0 2.2 0.2
Cl 0.420260 -1.681609 2.243167 0.5 0.3 1.4
C 1.438630 -3.866448 -1.392437 1.3 -0.9 -1.2
C -2.257778 -3.890078 0.044519 -1.8 -1.0 -0.2
H 0.985655 -4.540572 -2.139834 0.3 0.1 0.0
H 1.869714 -2.994642 -1.922472 0.1 -0.3 0.0
H 2.241349 -4.399815 -0.865983 0.1 0.0 -0.2
H -2.428758 -4.560195 -0.816545 -0.2 0.1 0.2
H -2.938544 -3.021769 -0.049641 0.0 -0.2 0.0
H -2.490910 -4.426630 0.971785 -0.2 0.0 0.0
Al 0.015025 1.598791 0.527775 -0.1 -2.1 1.1
C 1.910334 1.090806 0.512578 0.3 0.0 0.2
C -0.834021 2.419085 -0.997237 0.3 0.7 0.1
H 2.107980 0.392732 -0.312743 0.0 0.1 0.1
H 2.557193 1.966262 0.389806 0.1 0.1 -0.1
H 2.189110 0.585328 1.452004 -0.1 0.1 -0.4
H -1.893171 2.596273 -1.149387 0.0 0.2 0.1
H -0.184576 2.856842 -1.750949 -0.1 0.5 -0.1
C -0.535606 4.623312 1.060440 0.4 -0.3 0.0
O -0.299172 3.345025 0.547735 -0.5 0.0 -1.7
H 0.451094 5.074537 1.183008 -0.2 0.4 0.2
H -1.033908 4.497702 2.018995 -0.1 0.3 0.2
H -1.142728 5.241815 0.402980 -0.1 -0.1 -0.1
```
Positions in Å, forces in eV/Å.

Computed properties:
Gap between HOMO and LUMO (spin up / spin down): 0.130 / 0.167 Ha
Spin multiplicity: 1
Energy relative to the best compared isomer or geometry (same formula, charge and spin): 1.462 eV
Total charge: -1

***

# 5
A molecular structure, H4N3OPS at a distorted geometry. Source: the Open Molecules 2025 dataset; level of theory: ωB97M-V/def2-TZVPD.

Structure (XYZ):
```
10
Properties=species:S:1:pos:R:3:forces:R:3
N 0.430139 -0.728255 1.397078 1.3 0.2 -0.8
N 1.456070 0.351821 -0.356978 1.2 2.6 -0.5
N -1.643880 0.604804 -0.409182 5.1 -0.3 1.9
O 0.373056 -2.123207 -0.851496 -0.8 1.5 -0.2
P 0.228070 -0.772261 -0.271050 -2.3 0.4 -0.3
S 1.221831 0.805211 1.335900 0.6 0.6 0.0
H -0.336237 -0.705569 2.007881 -1.5 -0.1 0.7
H 1.737726 1.212163 -0.974447 -1.2 -2.7 1.2
H -2.219861 0.000727 -0.879831 -1.9 -1.5 -2.0
H -1.246915 1.354564 -0.997875 -0.6 -0.7 0.0
```
Positions in Å, forces in eV/Å.

Computed properties:
Gap between HOMO and LUMO: 0.308 Ha
Spin multiplicity: 1
Energy relative to the best compared isomer or geometry (same formula, charge and spin): 2.713 eV

***

# 6
2 unconnected molecules or ions with the total composition C2HBrClF3 at a distorted geometry. Source: the Open Molecules 2025 dataset; level of theory: ωB97M-V/def2-TZVPD.

Structure (XYZ):
```
8
Properties=species:S:1:pos:R:3:forces:R:3
C -0.955177 0.572543 -0.024367 4.5 -1.9 2.9
C 0.784383 -0.680241 -0.170346 -2.8 3.0 0.5
F -1.538313 0.108552 1.088184 -0.1 -0.5 0.9
F 0.587379 -1.606444 0.728733 -0.1 -0.5 0.6
F 0.771445 -1.220694 -1.358288 0.3 -0.3 -0.9
Cl -0.416831 2.156391 0.272879 0.0 0.7 -0.6
Br 2.394241 0.323715 0.208595 -0.3 -0.3 -0.2
H -1.627127 0.346177 -0.745388 -1.4 -0.1 -3.2
```
Positions in Å, forces in eV/Å.

Computed properties:
Gap between HOMO and LUMO: 0.379 Ha
Spin multiplicity: 1
Energy relative to the best compared isomer or geometry (same formula, charge and spin): 2.179 eV